Entry from OMol25: a 2-piece molecular cluster, C6H14N2O2 overall in a non-equilibrium geometry (wB97M-V/def2-TZVPD).

```
24
Properties=species:S:1:pos:R:3:lowdin_charge:R:1
C -0.476 -1.570 -2.908 -0.0737
N 0.357 -0.399 -2.596 -0.0050
C 1.285 -0.538 -1.596 -0.5741
C 2.020 0.729 -1.235 -0.0174
O 1.565 -1.620 -1.123 0.0507
H -0.971 -1.944 -2.012 0.0810
H -1.229 -1.266 -3.630 0.0788
H 0.204 -2.335 -3.250 0.0779
H -0.120 0.490 -2.596 0.1248
H 1.389 1.540 -0.850 0.0701
H 2.660 0.531 -0.376 0.0744
H 2.494 1.106 -2.141 0.0827
C 0.951 0.903 2.424 -0.0734
N -0.417 0.453 2.642 0.0004
C -1.336 0.602 1.635 -0.5440
C -2.768 0.484 2.077 -0.0041
O -0.989 0.811 0.488 0.0516
H 1.434 0.952 3.390 0.0829
H 1.429 0.298 1.656 0.0703
H 0.989 1.870 1.908 0.0833
H -0.767 0.682 3.557 0.1227
H -3.402 0.379 1.230 0.0684
H -2.912 -0.390 2.706 0.0837
H -3.117 1.400 2.558 0.0879
```

The HOMO-LUMO gap is 10.03 eV. The highest occupied orbital energy comes out at -9.267 eV. The energy above the lowest of the compared OMol25 structures with the same formula, charge and spin comes out at 70.5 kJ/mol. The SMILES is CNC(C)=O.CNC(C)=O.